A structure of composition C24H45KN4NaO4P2. Source: the Open Molecules 2025 dataset; level of theory: ωB97M-V/def2-TZVPD.

Results
Orbital gap ... 1.474 eV
HOMO energy ... -5.91 eV
LUMO ... -4.44 eV

Structure (ORCA input):
```
! RIJCOSX wB97M-V def2-TZVPD def2/J DEFGRID3
* xyz 1 1
C 2.69900 3.29584 -1.54415
C 1.80723 2.48077 -2.09450
C 0.62444 1.65798 -2.85830
P 1.15103 -0.11903 -3.25501
C 0.30557 -1.41508 -2.16477
C -1.22632 -1.11170 -1.76658
C -2.33057 -1.73840 -2.77172
C -3.85976 -1.23953 -2.42559
N -3.99175 0.16527 -2.96593
C -3.72100 1.29447 -2.06176
C -3.86923 2.65033 -2.84088
C -4.29267 2.22100 -4.30621
C -4.36523 0.62824 -4.30622
P 0.42783 -0.40082 -5.33630
N 1.94580 -0.34094 -6.27966
O -0.19364 -1.98901 -5.56211
H 3.18639 4.30086 -1.22415
H -0.38191 1.77739 -2.31867
H 0.49987 2.19980 -3.89441
H 0.91127 -1.46282 -1.16656
H 0.44286 -2.46567 -2.64504
H -1.40773 -1.64558 -0.73998
H -1.36613 0.00971 -1.55853
H -2.12520 -1.56050 -3.88716
H -2.35937 -2.89403 -2.59590
H -3.96261 -1.26690 -1.26649
H -4.57174 -1.97221 -2.98679
H -3.42848 1.17569 -0.94001
H -3.68411 3.69330 -2.40058
H -4.50535 2.93326 -5.19674
H -4.66217 -0.03353 -5.20883
H 1.66852 -0.66887 -7.22545
H 2.52677 -1.12139 -5.88129
H -0.06436 -2.57030 -4.77393
Na 1.30075 3.03904 -5.39388
C -7.93617 -0.96876 -6.18667
C -7.74565 0.55979 -6.11121
O -8.77035 1.12051 -6.73546
H -7.95273 -1.32873 -7.22119
H -7.10052 -1.47318 -5.67658
H -8.86111 -1.29049 -5.69559
H -6.72490 0.74488 -6.50788
H -7.60378 0.78128 -5.03288
K -4.90660 -2.08585 -0.32130
C 3.40483 -2.26657 3.16144
C 2.29039 -2.63422 2.22215
O 1.17543 -2.95092 2.62374
N 2.54696 -2.60888 0.88372
C 3.78364 -2.26565 0.21673
H 3.05086 -2.33262 4.19069
H 4.24114 -2.95899 3.03857
H 3.72941 -1.24040 2.97322
H 1.75083 -2.86806 0.31756
H 3.59071 -1.41888 -0.44704
H 4.09894 -3.12407 -0.38130
H 4.57371 -2.00309 0.91829
C 0.79967 -1.84294 7.79030
C 1.42182 -1.74170 6.41715
C 1.64608 -0.24928 6.28151
O 1.87756 0.25800 7.60251
C 1.53994 -0.76264 8.55250
H 0.89891 -2.82996 8.24616
H -0.26638 -1.59695 7.73382
H 2.38352 -2.26623 6.40604
H 0.79906 -2.15321 5.62015
H 0.75767 0.25151 5.88139
H 2.49936 -0.00989 5.64108
H 2.47372 -1.14613 8.97762
H 0.94126 -0.33185 9.35848
C 4.13767 4.13087 3.00023
C 3.81443 3.75844 4.44357
C 4.88637 2.87434 5.08479
C 5.01459 1.58563 4.31451
N 5.11520 0.56122 3.70244
H 4.18753 3.24759 2.35707
H 3.36091 4.78453 2.59385
H 5.09478 4.65840 2.93620
H 2.84678 3.24584 4.46932
H 3.70870 4.67482 5.03196
H 4.61603 2.64684 6.11971
H 5.85326 3.38599 5.09139
*
```

A structure of composition C24H45N3O10P2RuS. Source: the Open Molecules 2025 dataset; level of theory: ωB97M-V/def2-TZVPD.

Results
Orbital gap (alpha / beta) ... 8.998 / 7.978 eV
HOMO energy (alpha / beta) ... -10.97 / -11.66 eV
Energy relative to the best compared isomer or geometry (same formula, charge and spin) ... 0.0 kcal per mole
LUMO (alpha / beta) ... -1.97 / -3.68 eV

Structure (ORCA input):
```
! RIJCOSX wB97M-V def2-TZVPD def2/J DEFGRID3
* xyz 1 6
Ru -1.05497 0.74866 0.32977
N -2.29956 0.95614 -1.61297
C -3.01509 -0.29305 -1.90775
C -2.26424 -1.50609 -1.35699
O -2.37629 -2.58989 -1.89633
O -1.53298 -1.28266 -0.30691
H -2.92459 1.75745 -1.60711
H -1.57209 1.13590 -2.29977
H -3.19434 -0.43928 -2.97216
H -3.97953 -0.26344 -1.39831
C -0.30642 -4.53129 2.32687
C -0.31218 -3.02635 2.43850
C -0.81322 -2.50625 3.76543
O 1.09627 -2.58655 2.29548
P 1.42749 -1.36627 1.37281
O 0.46305 -0.23194 1.55994
C 1.48879 -1.96812 -0.31102
P 1.59981 -0.67442 -1.56122
O 0.54323 0.35484 -1.36613
O 3.02676 -0.04025 -1.47270
C 4.24070 -0.72704 -1.93393
C 5.29308 -0.51913 -0.87079
C 4.61672 -0.15721 -3.28208
O 1.60387 -1.41633 -2.93763
C 0.47083 -2.20937 -3.44439
C -0.33736 -1.33917 -4.37754
C 1.06685 -3.41963 -4.12085
O 2.90277 -0.99061 1.71132
C 3.22390 -0.00878 2.76617
C 4.52728 -0.46514 3.37693
C 3.29148 1.36280 2.13442
H -1.32518 -4.90722 2.42382
H 0.30532 -4.96973 3.11586
H 0.08286 -4.85232 1.36109
H -0.88837 -2.58430 1.62202
H -0.21235 -2.91026 4.58130
H -1.85078 -2.81006 3.90903
H -0.76429 -1.41729 3.78506
H 0.54214 -2.49744 -0.46795
H 2.31524 -2.67453 -0.41273
H 4.00721 -1.79088 -2.03133
H 5.49906 0.54563 -0.75199
H 6.21685 -1.01648 -1.16749
H 4.96682 -0.92667 0.08524
H 4.80985 0.91234 -3.19368
H 3.81947 -0.31516 -4.00627
H 5.52105 -0.64418 -3.64828
H -0.14484 -2.51191 -2.59577
H 0.25710 -1.05721 -5.24726
H -0.67103 -0.43225 -3.87318
H -1.21879 -1.88885 -4.70808
H 1.70840 -3.11161 -4.94743
H 0.26723 -4.04607 -4.51639
H 1.65339 -4.01617 -3.42246
H 2.42152 -0.05282 3.50510
H 5.32010 -0.45684 2.62802
H 4.43830 -1.47104 3.78396
H 4.80905 0.21257 4.18316
H 4.05577 1.37896 1.35707
H 3.55077 2.09991 2.89529
H 2.33285 1.63879 1.69594
N -3.13367 1.54383 3.92520
C -3.42342 1.53817 2.62616
S -3.13147 0.11442 1.71487
N -3.97011 2.64375 2.11466
C -4.32210 2.84713 0.74384
C -3.70754 3.87006 0.04122
C -4.06473 4.10576 -1.28039
C -5.02558 3.31274 -1.89107
C -5.64114 2.29036 -1.17633
C -5.29846 2.06013 0.14696
H -2.64248 0.75433 4.30674
H -3.25918 2.35848 4.50376
H -3.98553 3.46531 2.70230
H -2.94960 4.47481 0.52282
H -3.58870 4.90610 -1.83027
H -5.30613 3.49825 -2.91933
H -6.40290 1.68049 -1.64352
H -5.78423 1.27919 0.71593
C 0.07371 4.61966 1.23981
C -0.42848 3.24055 0.94170
O -0.49068 2.83861 -0.25811
O -0.79545 2.46760 1.87348
H 0.91284 4.85411 0.58805
H 0.35664 4.71000 2.28485
H -0.71633 5.34171 1.02394
*
```

A structure of composition C24H46Br3Ca2F3GaN2NaO19PS3. Source: the Open Molecules 2025 dataset; level of theory: ωB97M-V/def2-TZVPD.

Results
Orbital gap ... 1.857 eV
HOMO energy ... -7.67 eV
LUMO ... -5.81 eV

Structure (ORCA input):
```
! RIJCOSX wB97M-V def2-TZVPD def2/J DEFGRID3
* xyz 1 1
C -1.45580 1.29721 0.44270
O -0.14838 1.38450 1.12090
C -0.31676 1.49038 2.59862
C 0.64800 0.33888 3.25452
C -0.06902 -0.62090 4.37178
C -1.58182 -1.12475 3.99512
C -1.69913 -2.78133 3.79731
C -3.16332 -3.22969 3.20512
C -3.48023 -2.71955 1.67976
C -3.25534 -3.85538 0.51064
Ga -1.39551 -3.74182 -0.42597
C -0.71258 -5.71428 -0.59052
C 0.92530 -5.81249 -0.54411
C 1.29801 -6.69958 0.81245
F 1.12412 -8.18518 0.66534
C 1.75971 -6.07367 2.11205
F 1.26219 -6.70119 3.38604
F 2.66517 -4.88212 2.13972
P 0.12515 -2.30358 0.61425
O 1.10391 -1.54630 -0.36959
H -1.93588 0.21012 0.46875
H -1.23389 1.50176 -0.71243
H -2.22139 2.14098 0.76191
H -1.43924 1.45147 2.93456
H 0.06298 2.58819 2.87358
H 1.21349 -0.28024 2.40541
H 1.51943 0.92082 3.82657
H 0.01995 -0.11693 5.44886
H 0.60196 -1.60441 4.44656
H -2.26778 -0.88832 4.94143
H -2.03598 -0.66491 3.02007
H -1.63495 -3.21536 4.90184
H -0.79718 -3.22842 3.19675
H -3.30293 -4.40798 3.29311
H -3.98429 -2.74510 3.92324
H -4.63671 -2.42814 1.62964
H -2.89671 -1.76012 1.34339
H -4.05184 -3.61379 -0.34508
H -3.41725 -4.94766 0.94508
H -1.58639 -3.17849 -1.94353
H -1.17387 -6.13328 -1.58259
H -1.21084 -6.31464 0.29461
H 1.31442 -6.34715 -1.52871
H 1.40942 -4.72768 -0.50763
H -0.62178 -1.29096 1.35032
H 0.94377 -2.98050 1.62767
Na 3.14180 -2.34603 0.53362
C 4.43785 2.17694 -0.62988
Br 4.29307 1.05778 -2.21444
Br 2.71853 2.41364 0.24872
Br 5.79447 1.51918 0.59937
H 4.76399 3.16666 -0.96619
Ca 2.43832 0.79199 5.07793
C -4.32319 4.57804 2.53863
C -4.92350 3.17718 2.45540
O -4.23403 2.41633 3.44461
S -3.83817 3.39684 4.68651
O -4.83983 3.24491 5.71836
O -2.42200 3.26563 4.93881
O -4.10103 4.81563 3.92766
H -3.35669 4.62373 2.02643
H -4.99027 5.33835 2.12366
H -4.79825 2.72839 1.46713
H -5.98666 3.18780 2.71790
C -3.30501 8.34718 3.43671
C -4.25976 7.98371 2.31119
N -5.05170 7.68209 1.37751
H -2.27882 8.10284 3.14864
H -3.36985 9.41783 3.64942
H -3.56386 7.78837 4.34022
O 3.89239 -1.04923 -5.32632
S 4.71623 -0.76354 -6.48133
O 5.71303 0.28626 -6.47427
O 3.75562 -0.56302 -7.78231
C 2.69600 0.37929 -7.70893
C 3.20313 1.79680 -7.89552
C 5.49130 -2.27060 -7.00992
H 2.14558 0.27602 -6.76779
H 1.99860 0.13982 -8.51856
H 3.82473 2.10543 -7.04940
H 2.36828 2.49862 -7.97597
H 3.82148 1.87311 -8.79541
H 4.73208 -3.05155 -7.08285
H 6.24081 -2.54511 -6.26490
H 5.97065 -2.10232 -7.97636
C 1.81834 6.29403 -8.04587
C 0.39143 6.52127 -8.53783
O -0.35607 5.41446 -8.03885
S 0.27878 4.94692 -6.61098
O -0.50095 5.54828 -5.55196
O 0.55761 3.53117 -6.67657
O 1.68717 5.75948 -6.72973
H 2.33521 5.55322 -8.66442
H 2.40021 7.21938 -8.02535
H 0.32918 6.56874 -9.62762
H -0.03227 7.43565 -8.10919
C -0.26199 -5.25044 6.33140
O -0.54418 -6.42422 6.14635
O 0.88154 -4.78080 6.31211
O -1.07648 -4.35036 6.56659
Ca 2.80937 -1.11862 -3.66096
N 2.62439 -6.30285 8.82131
O 1.43645 -5.94614 8.88752
O 2.93734 -7.47384 9.09333
O 3.49942 -5.48874 8.48316
*
```